1.
DFT (wB97M-V/def2-TZVPD) results for 5 unconnected molecules or ions with the total composition H10O5 in a non-equilibrium geometry.

Summary:
Energy relative to the best compared isomer or geometry (same formula, charge and spin) = 27.8 kJ/mol
Total charge = 0
HOMO level = -0.409 Ha
SMILES string = O.O.O.O.O
Kohn-Sham gap = 11.59 eV

Last columns: bonded neighbours and bond lengths (Å).
Positions of all 15 atoms, in Å:
1 O 0.5518 -1.0016 -1.7229  H2 1.005, H3 0.998
2 H 1.2360 -0.3212 -1.4435  O1 1.005
3 H 0.9688 -1.5384 -2.4530  O1 0.998
4 O 1.5776 0.9740 -0.0166  H5 1.018, H6 0.988
5 H 0.6245 1.3134 -0.1323  O4 1.018
6 H 2.1492 1.7456 -0.2493  O4 0.988
7 O -1.0366 1.4108 -0.5748  H8 0.990, H9 0.956
8 H -0.9455 0.6109 -1.1513  O7 0.990
9 H -1.6005 1.1240 0.1414  O7 0.956
10 O -1.7759 0.1337 1.6559  H11 0.986, H12 0.978
11 H -0.9851 -0.4500 1.5781  O10 0.986
12 H -2.5968 -0.3764 1.8022  O10 0.978
13 O 0.3884 -1.3685 1.2120  H14 0.966, H15 1.010
14 H 1.0504 -0.6702 1.1277  O13 0.966
15 H 0.3935 -1.5862 0.2263  O13 1.010

=====

2.
DFT (wB97M-V/def2-TZVPD) results for C4H8N2 in the gas phase in a non-equilibrium geometry.

Summary:
Energy relative to the best compared isomer or geometry (same formula, charge and spin) = 448.7 kJ/mol
Total charge = 0
HOMO level = -0.285 Ha
SMILES string = CNN1C=C1C
Kohn-Sham gap = 8.86 eV

Last columns: bonded neighbours and bond lengths (Å).
Positions of all 14 atoms, in Å:
1 C 1.8328 0.0267 -0.1760  N2 1.452, H7 1.092, H8 1.088, H9 1.094
2 N 0.9563 -0.9849 0.3865  C1 1.452, N3 1.423, H10 1.016
3 N -0.0856 -1.2746 -0.5387  N2 1.423, C4 1.432, C5 1.770
4 C -1.2887 -1.7370 0.0857  N3 1.432, C5 1.286, H11 1.069
5 C -1.5798 -0.4875 -0.0085  N3 1.770, C4 1.286, C6 1.444
6 C -1.8600 0.9290 -0.0220  C5 1.444, H12 1.091, H13 1.091, H14 1.091
7 H 1.4524 1.0032 0.1312  C1 1.092
8 H 2.8515 -0.0885 0.1881  C1 1.088
9 H 1.8388 -0.0074 -1.2696  C1 1.094
10 H 1.4463 -1.8425 0.6234  N2 1.016
11 H -1.6421 -2.6910 0.4127  C4 1.069
12 H -2.8615 1.1320 0.3594  C6 1.091
13 H -1.7771 1.3290 -1.0333  C6 1.091
14 H -1.1280 1.4343 0.6092  C6 1.091

=====

3.
DFT (wB97M-V/def2-TZVPD) results for 7 unconnected molecules or ions with the total composition C10H34INO7 in a non-equilibrium geometry.

Summary:
Total charge = 0
HOMO level = -0.254 Ha
Kohn-Sham gap = 7.02 eV

Last columns: bonded neighbours and bond lengths (Å).
Positions of all 53 atoms, in Å:
1 N -0.2933 0.8712 -0.1225  H2 1.019, H3 1.048, H4 1.033, H5 1.059
2 H -1.0350 0.2480 0.1921  N1 1.019
3 H -0.2614 0.9352 -1.1677  N1 1.048
4 H 0.6732 0.6316 0.1538  N1 1.033
5 H -0.4890 1.8671 0.1794  N1 1.059
6 I -1.2727 4.0738 0.6520  no bonds
7 C -0.7591 -2.9969 -2.5216  C8 1.514, H10 1.097, H11 1.091, H12 1.093
8 C 0.5705 -2.8562 -1.8107  C7 1.514, O9 1.431, H13 1.097, H14 1.094
9 O 1.1993 -1.6249 -2.1783  C8 1.431, H15 0.978
10 H -0.6315 -2.9468 -3.6104  C7 1.097
11 H -1.4704 -2.2147 -2.2526  C7 1.091
12 H -1.1993 -3.9805 -2.3367  C7 1.093
13 H 1.1989 -3.7028 -2.1151  C8 1.097
14 H 0.3607 -2.9213 -0.7393  C8 1.094
15 H 2.0155 -1.5511 -1.6438  O9 0.978
16 C -0.4603 2.3041 4.2708  C17 1.511, H19 1.098, H20 1.088, H21 1.088
17 C 0.2146 1.0804 3.6971  C16 1.511, O18 1.433, H22 1.106, H23 1.091
18 O 1.6006 0.9788 4.0451  C17 1.433, H24 0.962
19 H -0.3714 2.2788 5.3651  C16 1.098
20 H -1.5205 2.3213 4.0276  C16 1.088
21 H 0.0431 3.2141 3.9502  C16 1.088
22 H 0.1124 1.1167 2.5966  C17 1.106
23 H -0.2979 0.1603 3.9801  C17 1.091
24 H 2.0372 1.7863 3.7592  O18 0.962
25 C -1.3548 2.9265 -3.5114  C26 1.505, H28 1.089, H29 1.086, H30 1.092
26 C -1.1282 1.5062 -3.9539  C25 1.505, O27 1.464, H31 1.096, H32 1.095
27 O -0.2695 0.8514 -2.9652  C26 1.464, H33 0.965
28 H -2.0804 3.4079 -4.1652  C25 1.089
29 H -0.4197 3.4792 -3.5133  C25 1.086
30 H -1.7556 2.9213 -2.4957  C25 1.092
31 H -0.6056 1.4670 -4.9169  C26 1.096
32 H -2.0739 0.9606 -4.0427  C26 1.095
33 H 0.0609 0.0378 -3.3650  O27 0.965
34 C 4.2137 -1.1936 0.2563  C35 1.501, O37 1.418, H38 1.096, H39 1.095
35 C 3.1155 -0.4375 0.9456  C34 1.501, O36 1.426, H40 1.097, H41 1.089
36 O 2.5294 0.5320 0.0790  C35 1.426, H42 0.964
37 O 3.7231 -2.0248 -0.7826  C34 1.418, H43 0.963
38 H 4.7042 -1.8531 0.9808  C34 1.096
39 H 4.9849 -0.4992 -0.0923  C34 1.095
40 H 3.5448 0.0706 1.8181  C35 1.097
41 H 2.3501 -1.1104 1.3292  C35 1.089
42 H 3.2260 1.1560 -0.1543  O36 0.964
43 H 4.1560 -1.7808 -1.6075  O37 0.963
44 C -2.4919 -1.6374 1.6958  C45 1.488, O47 1.436, H48 1.098, H49 1.092
45 C -3.2040 -0.3617 1.4147  C44 1.488, O46 1.430, H50 1.096, H51 1.094
46 O -3.0689 -0.0079 0.0355  C45 1.430, H52 0.965
47 O -1.0764 -1.3953 1.6664  C44 1.436, H53 0.962
48 H -2.7576 -2.3335 0.8895  C44 1.098
49 H -2.8133 -2.0267 2.6643  C44 1.092
50 H -2.8147 0.4333 2.0602  C45 1.096
51 H -4.2546 -0.5634 1.6448  C45 1.094
52 H -3.7720 0.6364 -0.1110  O46 0.965
53 H -0.6316 -2.2331 1.8266  O47 0.962